Molecular formula: C29H53NO8
Method: DFT, ωB97M-V/def2-TZVPD

Geometry as XYZ:
```
91
C29H53NO8 | the Open Molecules 2025 dataset | ωB97M-V/def2-TZVPD
N 0.815 -0.683 1.926
C -0.311 -0.009 1.801
C -0.894 0.288 0.579
C -0.362 -0.279 -0.564
C 0.782 -1.049 -0.414
C 1.355 -1.201 0.832
H -0.762 0.366 2.716
H -1.762 0.935 0.522
H -0.799 -0.107 -1.537
H 1.175 -1.514 -1.313
H 2.283 -1.730 1.016
C -0.075 3.928 -3.385
C 0.416 4.232 -2.002
O 0.555 5.362 -1.603
C 0.660 3.060 -1.081
H -0.201 4.841 -3.964
H -1.016 3.379 -3.366
H 0.657 3.299 -3.903
H 1.306 3.392 -0.270
H 1.037 2.148 -1.545
H -0.307 2.765 -0.659
C -4.444 4.388 1.454
C -3.491 3.253 1.714
O -3.847 2.098 1.586
C -2.084 3.621 2.116
H -4.020 5.164 0.821
H -4.685 4.846 2.421
H -5.367 3.993 1.037
H -2.093 4.073 3.108
H -1.690 4.361 1.412
H -1.437 2.749 2.061
C 3.990 -3.306 -2.433
C 3.592 -4.146 -3.628
O 3.432 -3.651 -4.715
C 3.307 -5.592 -3.370
H 3.096 -2.866 -1.982
H 4.595 -2.451 -2.734
H 4.537 -3.874 -1.681
H 2.964 -6.077 -4.284
H 2.490 -5.647 -2.642
H 4.147 -6.165 -2.979
C -1.301 0.760 -5.206
C -0.067 -0.094 -5.070
O 1.026 0.415 -5.049
C -0.243 -1.585 -4.869
H -1.252 1.376 -6.104
H -1.317 1.456 -4.364
H -2.226 0.186 -5.165
H 0.729 -2.056 -5.010
H -0.971 -1.983 -5.575
H -0.578 -1.782 -3.849
C -4.649 2.651 -2.040
C -3.647 1.546 -1.815
O -2.454 1.733 -1.941
C -4.157 0.246 -1.274
H -4.336 3.335 -2.820
H -4.775 3.184 -1.093
H -5.634 2.217 -2.223
H -3.621 -0.574 -1.758
H -5.224 0.124 -1.417
H -3.859 0.220 -0.224
C -2.313 -2.994 2.446
C -1.917 -4.447 2.209
O -2.153 -4.991 1.159
C -1.233 -5.179 3.346
H -1.812 -2.590 3.325
H -3.397 -3.006 2.561
H -2.013 -2.370 1.605
H -1.939 -5.600 4.060
H -0.535 -4.526 3.869
H -0.666 -6.013 2.925
C 2.529 -3.752 3.344
C 3.117 -3.028 4.520
O 3.382 -3.598 5.550
C 3.319 -1.534 4.358
H 1.634 -3.274 2.944
H 2.302 -4.788 3.587
H 3.285 -3.728 2.549
H 4.111 -1.213 5.032
H 2.394 -1.041 4.661
H 3.551 -1.275 3.327
C 2.462 4.156 3.498
C 3.287 3.467 2.423
O 3.940 4.079 1.617
C 3.223 1.969 2.412
H 2.526 3.572 4.418
H 1.426 4.265 3.183
H 2.882 5.139 3.706
H 3.323 1.567 3.420
H 4.008 1.534 1.792
H 2.289 1.634 1.951
```

Frontier orbital gap   9.649 eV
Energy above the lowest of the compared OMol25 structures with the same formula, charge and spin   0.0 kJ/mol
E_tot   -48802.11287 eV
SMILES string   c1ccncc1.CC(C)=O.CC(C)=O.CC(C)=O.CC(C)=O.CC(C)=O.CC(C)=O.CC(C)=O.CC(C)=O
Highest occupied orbital energy   -9.36 eV
Total charge   0
Molar mass   543.7 g mol⁻¹

Molecular formula: C29H54BCsN7OSb
Method: DFT, ωB97M-V/def2-TZVPD

Geometry as XYZ:
```
94
C29H54BCsN7OSb | the Open Molecules 2025 dataset | ωB97M-V/def2-TZVPD
Cs -3.794 -17.797 -9.034
C -4.870 -20.114 -14.364
C -4.075 -20.351 -13.131
C -3.787 -21.515 -12.438
C -3.094 -21.091 -11.263
N -2.926 -19.796 -11.277
N -3.501 -19.331 -12.403
B -3.435 -17.818 -12.762
N -2.053 -17.277 -12.231
N -1.927 -16.578 -11.090
C -0.712 -16.047 -11.109
C -0.017 -16.459 -12.272
C -0.916 -17.261 -12.928
C -0.758 -17.929 -14.246
C -0.241 -15.159 -9.960
C 0.009 -16.079 -8.727
C -1.377 -14.161 -9.581
C 1.052 -14.377 -10.339
N -4.597 -17.159 -11.947
N -5.595 -18.009 -11.506
C -6.455 -17.240 -10.858
C -6.092 -15.909 -10.829
C -4.896 -15.893 -11.539
C -4.044 -14.648 -11.760
C -7.712 -17.849 -10.303
C -8.381 -16.948 -9.184
C -7.329 -19.236 -9.811
C -8.771 -18.076 -11.405
C -2.535 -21.951 -10.150
C -1.353 -21.229 -9.524
C -3.680 -22.054 -9.090
C -2.154 -23.353 -10.581
H -5.125 -21.069 -14.824
H -4.311 -19.472 -15.086
H -5.809 -19.633 -14.152
H -4.117 -22.514 -12.689
H -3.586 -17.608 -13.973
H 1.030 -16.156 -12.553
H 0.221 -17.755 -14.658
H -1.496 -17.634 -14.982
H -0.840 -18.993 -14.007
H -0.818 -16.799 -8.586
H 0.036 -15.500 -7.793
H 0.907 -16.678 -8.864
H -2.248 -14.587 -9.147
H -1.706 -13.608 -10.499
H -1.123 -13.407 -8.796
H 1.836 -15.076 -10.539
H 1.324 -13.652 -9.490
H 0.856 -13.729 -11.170
H -6.551 -15.088 -10.340
H -4.638 -13.894 -12.410
H -3.087 -14.821 -12.224
H -3.912 -14.140 -10.838
H -7.592 -16.628 -8.448
H -9.152 -17.547 -8.636
H -8.861 -16.075 -9.633
H -6.385 -19.240 -9.221
H -7.091 -19.952 -10.595
H -8.122 -19.674 -9.217
H -9.156 -17.133 -11.763
H -9.579 -18.666 -11.034
H -8.329 -18.564 -12.285
H -1.448 -20.181 -9.356
H -0.414 -21.500 -10.043
H -1.244 -21.693 -8.557
H -3.897 -21.067 -8.603
H -3.421 -22.772 -8.268
H -4.620 -22.343 -9.512
H -1.517 -23.255 -11.472
H -2.980 -24.007 -10.884
H -1.558 -23.852 -9.787
C -1.980 -15.602 -4.748
C -1.859 -16.967 -5.264
N -0.692 -17.565 -4.952
O -2.684 -17.590 -5.929
H -3.007 -15.256 -4.906
H -1.271 -14.868 -5.218
H -1.780 -15.607 -3.670
H 0.019 -17.120 -4.422
H -0.311 -18.368 -5.411
C -8.317 -15.272 -4.377
Sb -6.535 -16.387 -4.960
C -5.781 -14.910 -6.291
C -5.198 -15.972 -3.390
H -8.177 -14.191 -4.346
H -8.742 -15.607 -3.433
H -9.079 -15.426 -5.123
H -5.729 -13.868 -5.883
H -6.330 -14.956 -7.243
H -4.746 -15.165 -6.511
H -4.918 -14.917 -3.312
H -4.358 -16.632 -3.534
H -5.618 -16.256 -2.429
```

Frontier orbital gap   7.950 eV
Energy above the lowest of the compared OMol25 structures with the same formula, charge and spin   0.0 kJ/mol
E_tot   -51192.20341 eV
Highest occupied orbital energy   -7.98 eV
Total charge   0
Molar mass   782.3 g mol⁻¹

Among the records above, which one has the lowest E_tot? C29H54BCsN7OSb